No. 1
{"formula": "C13H29N4O8P2S", "method": "wB97M-V/def2-TZVPD", "species": ["C", "C", "N", "N", "C", "N", "C", "N", "C", "C", "C", "S", "H", "H", "H", "H", "H", "H", "H", "H", "H", "H", "H", "C", "O", "P", "O", "O", "C", "O", "C", "H", "H", "H", "H", "H", "H", "H", "H", "H", "C", "O", "P", "O", "O", "C", "O", "C", "H", "H", "H", "H", "H", "H", "H", "H", "H"], "positions_angstrom": [[3.314, 1.851, -3.007], [3.999, 1.939, -1.873], [4.759, 1.713, -0.644], [6.084, 1.379, -0.772], [6.640, 1.169, 0.587], [5.637, 1.375, 1.634], [4.464, 1.700, 0.781], [3.279, 1.953, 1.342], [1.986, 2.258, 0.675], [1.312, 0.978, -0.069], [0.423, 0.044, 0.901], [0.981, 0.019, 2.681], [2.837, 1.679, -4.047], [6.593, 1.293, -1.668], [7.744, 0.882, 0.702], [3.258, 1.927, 2.389], [1.274, 2.728, 1.468], [2.170, 3.053, -0.142], [2.079, 0.363, -0.692], [0.586, 1.438, -0.866], [-0.707, 0.310, 0.893], [0.513, -1.044, 0.490], [0.744, -1.220, 3.278], [-1.540, -4.246, 1.290], [-2.301, -5.003, 2.216], [-2.071, -4.695, 3.773], [-0.751, -4.114, 4.123], [-2.397, -6.104, 4.463], [-1.595, -7.203, 4.058], [-3.340, -3.796, 4.154], [-3.427, -3.330, 5.492], [-0.500, -4.580, 1.311], [-1.942, -4.414, 0.290], [-1.594, -3.179, 1.522], [-0.533, -6.966, 4.164], [-1.813, -7.459, 3.018], [-1.833, -8.063, 4.685], [-2.908, -2.373, 5.578], [-2.996, -4.046, 6.195], [-4.480, -3.185, 5.742], [-0.009, 3.059, -5.404], [-1.412, 3.185, -5.220], [-1.926, 3.321, -3.711], [-1.024, 2.747, -2.688], [-3.390, 2.674, -3.771], [-3.463, 1.321, -4.193], [-2.222, 4.887, -3.568], [-2.680, 5.350, -2.306], [0.313, 2.064, -5.088], [0.213, 3.178, -6.466], [0.528, 3.824, -4.838], [-2.797, 0.694, -3.596], [-3.191, 1.246, -5.249], [-4.488, 0.969, -4.072], [-1.823, 5.604, -1.679], [-3.293, 4.599, -1.803], [-3.283, 6.247, -2.462]], "atomic_forces_ev_per_a": [[4.3, 0.1, 6.2], [-3.5, -1.5, -5.1], [-1.9, 0.5, 0.0], [2.8, -0.9, 4.6], [-4.0, 1.1, -0.7], [1.1, 0.0, -7.5], [1.2, -0.3, 0.4], [0.6, 0.1, 0.3], [-0.9, 0.2, -1.3], [-0.7, 0.6, -0.1], [-0.7, -1.8, -1.1], [0.2, 0.0, 0.2], [1.0, 0.7, 2.5], [-0.9, 0.2, 0.8], [-2.0, 0.5, 0.0], [0.3, -0.2, -1.4], [1.4, -1.0, -1.4], [-0.2, -1.2, 1.4], [-1.2, 1.1, 1.5], [1.2, -0.8, 1.5], [2.1, -0.2, -0.1], [-0.3, 2.0, 0.8], [-0.1, 0.8, -1.3], [0.4, 0.3, -0.5], [-0.2, 0.1, 1.0], [0.1, 0.0, 0.3], [-1.0, -0.4, -0.5], [-0.3, 1.1, -0.3], [0.4, -0.6, -0.2], [0.7, -0.9, -0.7], [-0.1, 0.4, 0.7], [0.0, 0.2, 0.0], [-0.1, -0.1, 0.2], [0.1, -0.1, -0.1], [-0.1, 0.0, 0.0], [0.0, 0.0, 0.1], [-0.1, 0.2, 0.0], [0.0, -0.1, 0.0], [0.0, 0.1, 0.0], [0.1, -0.1, -0.2], [0.6, 0.0, -0.2], [-0.4, 0.2, 0.7], [-0.4, 0.2, 0.1], [-0.3, 0.2, -0.5], [0.8, 0.9, 0.1], [0.0, -0.7, -0.3], [0.2, -1.2, -0.6], [-0.2, 0.4, 0.7], [0.0, 0.1, 0.0], [-0.2, 0.0, 0.1], [0.0, -0.1, -0.1], [-0.1, 0.0, 0.0], [0.0, 0.0, 0.1], [0.1, 0.2, 0.1], [-0.1, -0.1, 0.0], [0.0, 0.1, 0.0], [0.1, -0.2, -0.1]], "spin_multiplicity": 1, "charge": 1, "homo_ev": -11.52, "e_lumo_ev": -3.735, "orbital_gap_ha": 0.286}


No. 2
{"formula": "C13H30B2F11N3O5", "method": "wB97M-V/def2-TZVPD", "species": ["C", "C", "O", "N", "H", "H", "C", "H", "H", "H", "H", "H", "H", "C", "C", "O", "N", "H", "H", "C", "H", "H", "H", "H", "H", "H", "C", "C", "O", "N", "H", "H", "C", "H", "H", "H", "H", "H", "H", "C", "O", "O", "C", "F", "F", "F", "C", "C", "H", "H", "H", "H", "H", "H", "B", "F", "F", "F", "F", "B", "F", "F", "F", "F"], "positions_angstrom": [[-1.763, -2.902, 8.376], [-0.500, -2.439, 7.675], [0.288, -1.586, 7.959], [-0.228, -3.078, 6.305], [-1.011, -3.549, 5.876], [-0.149, -2.322, 5.640], [1.016, -3.960, 6.375], [-1.647, -2.805, 9.456], [-2.204, -3.835, 8.024], [-2.486, -2.126, 8.125], [0.988, -4.684, 7.190], [1.772, -3.186, 6.508], [1.234, -4.487, 5.446], [4.520, 4.907, 0.172], [4.769, 5.142, 1.682], [5.464, 6.080, 2.073], [4.325, 4.077, 2.695], [3.803, 3.360, 2.211], [5.194, 3.664, 3.003], [3.375, 4.590, 3.811], [3.596, 5.406, -0.121], [4.429, 3.834, 0.008], [5.300, 5.410, -0.400], [2.693, 5.306, 3.352], [4.000, 4.985, 4.611], [2.882, 3.680, 4.153], [-5.261, 0.963, -1.878], [-5.557, 0.017, -2.983], [-6.359, 0.321, -3.921], [-4.938, -1.365, -2.813], [-4.450, -1.611, -3.663], [-4.250, -1.348, -2.074], [-5.813, -2.545, -2.678], [-4.175, 1.055, -1.875], [-5.507, 0.600, -0.880], [-5.702, 1.952, -2.000], [-6.222, -2.379, -1.682], [-5.184, -3.434, -2.629], [-6.636, -2.585, -3.391], [-1.670, -2.394, -8.237], [-1.746, -0.978, -7.767], [-1.620, -3.112, -7.029], [-2.762, -2.681, -9.347], [-2.547, -3.786, -10.080], [-4.056, -2.732, -8.880], [-2.833, -1.703, -10.261], [-0.605, -0.109, -7.890], [-0.832, 1.200, -7.071], [-1.133, 1.038, -6.036], [-0.026, 1.931, -7.004], [-1.697, 1.744, -7.452], [-0.511, 0.311, -8.892], [0.329, -0.612, -7.638], [-0.748, -2.600, -8.782], [0.235, 0.332, 1.262], [0.661, 1.430, 0.585], [-0.328, -0.630, 0.543], [1.322, -0.161, 1.887], [-0.668, 0.699, 2.248], [8.340, 0.756, 5.626], [7.516, 0.001, 4.802], [9.435, -0.022, 5.873], [8.764, 1.887, 5.020], [7.572, 1.068, 6.784]], "atomic_forces_ev_per_a": [[0.4, 0.8, -0.3], [0.5, 1.0, 0.4], [-1.3, -1.3, 0.0], [-0.4, -1.1, -0.3], [-0.6, -0.8, 0.5], [1.0, 0.7, -0.3], [0.6, 1.1, -0.4], [0.2, -0.4, -0.1], [0.4, -0.1, 0.2], [-0.2, 0.2, -0.1], [-0.4, 0.4, 0.1], [0.4, -0.6, 0.3], [-0.5, 0.2, -0.1], [-0.5, -0.2, 1.6], [3.0, 3.3, -0.8], [-2.7, -3.2, -0.3], [-1.0, 1.3, -0.6], [-0.1, -0.5, -0.4], [0.4, -0.3, 0.8], [1.2, -0.8, -0.3], [-0.3, -0.2, 0.1], [0.1, 0.1, -0.5], [0.2, -0.4, 0.3], [0.1, -0.1, 0.2], [-0.2, 0.2, -0.2], [-0.2, 0.3, 0.0], [1.0, 0.0, 0.2], [-5.2, 2.5, -3.3], [4.4, -2.8, 4.1], [0.2, 0.4, -2.0], [0.9, 0.6, -0.9], [0.3, 0.1, 0.4], [-1.2, 0.0, 2.1], [0.3, 0.3, 0.2], [-0.2, -0.4, -0.1], [-0.1, -0.4, -0.4], [-0.5, -0.6, 0.0], [-0.1, 0.1, -0.4], [0.5, 0.2, -0.2], [1.1, -1.3, 4.4], [0.1, 1.0, -1.2], [-1.2, 0.6, -3.4], [-1.3, 0.9, 1.0], [0.2, -0.4, 0.7], [0.7, -0.6, 0.2], [0.6, 0.8, -0.4], [-0.9, 0.6, 0.0], [-0.9, -0.5, 0.7], [0.2, -0.5, 0.2], [0.4, -0.4, -0.5], [0.0, -0.1, -0.5], [0.1, -0.5, -0.6], [0.0, -0.1, 0.2], [0.5, 0.6, -0.5], [0.1, 0.7, 1.4], [0.1, 1.8, -1.6], [-1.5, -2.0, -2.4], [2.6, -1.4, 1.6], [-1.4, 0.8, 1.3], [-0.8, -1.0, 0.7], [-1.1, -0.3, -1.0], [1.2, -0.8, 1.0], [0.2, 2.1, -1.0], [0.2, 0.1, 0.2]], "spin_multiplicity": 1, "homo_ev": -5.32, "e_lumo_ev": -2.395, "orbital_gap_ha": 0.107}


No. 3
{"formula": "C13H30BIN2O3", "method": "wB97M-V/def2-TZVPD", "species": ["C", "O", "C", "C", "C", "C", "C", "C", "B", "I", "H", "H", "H", "H", "H", "H", "H", "H", "H", "H", "H", "H", "H", "H", "H", "H", "C", "C", "O", "N", "C", "H", "H", "H", "H", "H", "H", "H", "C", "C", "O", "N", "C", "H", "H", "H", "H", "H", "H", "H"], "positions_angstrom": [[1.900, 0.054, -1.123], [2.076, 1.175, -0.279], [2.213, 2.430, -0.906], [0.920, 3.227, -0.876], [-0.233, 2.523, -1.585], [-1.438, 3.415, -1.840], [-2.154, 3.872, -0.557], [-3.678, 3.585, -0.527], [-4.011, 2.104, -0.199], [-3.753, 0.484, -1.579], [2.694, -0.670, -0.957], [0.940, -0.422, -0.909], [1.899, 0.334, -2.178], [2.991, 2.981, -0.372], [2.549, 2.316, -1.942], [0.667, 3.433, 0.167], [1.112, 4.194, -1.352], [0.134, 2.127, -2.538], [-0.534, 1.659, -0.989], [-1.129, 4.290, -2.416], [-2.145, 2.877, -2.473], [-2.038, 4.951, -0.449], [-1.684, 3.427, 0.322], [-4.115, 4.190, 0.271], [-4.121, 3.928, -1.464], [-4.408, 1.784, 0.872], [5.255, 0.293, 0.971], [5.494, -1.014, 0.249], [5.022, -1.233, -0.855], [6.252, -1.950, 0.878], [6.884, -1.866, 2.179], [4.617, 0.912, 0.348], [4.753, 0.125, 1.924], [6.196, 0.812, 1.159], [6.370, -2.797, 0.345], [7.966, -1.974, 2.092], [6.511, -2.649, 2.842], [6.673, -0.905, 2.636], [-5.404, -5.698, 0.785], [-5.324, -4.596, 1.818], [-5.913, -4.667, 2.882], [-4.565, -3.511, 1.511], [-3.802, -3.255, 0.303], [-6.042, -6.482, 1.180], [-5.828, -5.329, -0.149], [-4.416, -6.112, 0.579], [-4.554, -2.811, 2.236], [-2.744, -3.130, 0.540], [-4.151, -2.345, -0.187], [-3.904, -4.084, -0.388]], "atomic_forces_ev_per_a": [[-0.2, -0.2, -0.1], [0.2, -0.1, 0.2], [-0.1, 0.2, 0.0], [0.0, 0.1, 0.0], [0.2, 0.0, 0.0], [-0.2, -0.1, 0.1], [-0.1, 0.2, -0.1], [0.0, 0.1, 0.1], [0.0, -0.1, -0.1], [-0.1, 0.2, 0.1], [0.1, 0.0, 0.0], [-0.1, 0.0, 0.0], [0.1, 0.0, 0.0], [0.0, 0.0, 0.0], [0.0, -0.1, 0.0], [-0.1, 0.0, 0.0], [0.0, 0.0, 0.0], [0.0, 0.0, 0.0], [-0.1, -0.1, 0.0], [0.0, 0.0, 0.0], [0.0, 0.0, 0.0], [0.1, 0.0, 0.1], [0.1, 0.0, 0.0], [0.0, 0.1, 0.0], [0.0, -0.1, -0.1], [0.0, -0.2, 0.0], [0.0, 0.0, 0.0], [0.0, 0.1, 0.0], [0.0, 0.0, 0.0], [0.0, 0.0, 0.0], [0.0, -0.1, -0.1], [0.0, 0.0, 0.0], [0.0, 0.0, 0.0], [0.0, 0.0, 0.0], [0.0, 0.0, 0.0], [0.0, 0.0, 0.0], [0.0, 0.0, 0.0], [0.0, 0.0, 0.0], [0.0, 0.0, 0.0], [0.0, 0.0, 0.0], [0.0, 0.0, 0.0], [0.0, 0.0, -0.1], [0.0, 0.1, 0.2], [0.0, 0.0, 0.0], [0.0, 0.0, 0.0], [0.0, 0.0, 0.0], [0.0, 0.0, 0.0], [0.0, 0.0, -0.1], [0.0, -0.1, 0.0], [0.0, 0.0, 0.0]], "smiles": "COCCCCCCBI.CNC(C)=O.CNC(C)=O", "spin_multiplicity": 1, "homo_ev": -9.30, "e_lumo_ev": 0.005, "orbital_gap_ha": 0.342}


No. 4
{"formula": "C13H30BeN4O7", "method": "wB97M-V/def2-TZVPD", "species": ["O", "H", "Be", "N", "N", "N", "N", "O", "O", "O", "O", "C", "C", "C", "C", "C", "H", "H", "H", "C", "H", "H", "H", "C", "C", "H", "H", "H", "H", "H", "H", "H", "H", "C", "H", "H", "H", "O", "H", "H", "C", "C", "O", "C", "C", "H", "H", "H", "H", "H", "H", "H", "H", "H", "H"], "positions_angstrom": [[-0.415, -4.003, -2.622], [0.132, -4.653, -3.094], [-0.265, 0.539, -0.301], [-0.888, 0.298, 1.413], [-1.630, -0.596, -0.660], [1.299, 1.214, 0.319], [0.849, -0.118, -1.533], [-0.288, 0.483, 2.558], [1.475, 1.864, 1.496], [0.559, -1.061, -2.468], [-1.897, -1.123, -1.812], [-2.608, -0.640, 0.274], [-2.197, -0.056, 1.481], [2.277, 1.347, -0.588], [1.983, 0.577, -1.738], [-2.996, 0.133, 2.728], [-3.012, 1.189, 3.037], [-2.569, -0.459, 3.545], [-4.038, -0.184, 2.599], [-3.928, -1.249, -0.013], [-3.805, -2.290, -0.334], [-4.435, -0.682, -0.808], [-4.554, -1.233, 0.884], [3.474, 2.210, -0.409], [2.777, 0.610, -3.003], [3.766, 2.269, 0.646], [3.287, 3.229, -0.787], [4.299, 1.780, -0.990], [2.184, 0.221, -3.838], [3.702, 0.020, -2.925], [3.077, 1.645, -3.236], [0.770, 1.361, 2.098], [-0.466, -1.208, -2.308], [0.182, -3.859, -1.318], [-0.584, -3.461, -0.646], [1.032, -3.166, -1.359], [0.515, -4.845, -0.964], [1.418, -2.226, 1.751], [1.837, -1.597, 1.151], [0.672, -1.702, 2.117], [-0.235, 4.203, -0.397], [-1.227, 3.129, -0.070], [-0.979, 1.911, -0.910], [-1.158, 2.102, -2.359], [-2.528, 2.637, -2.648], [0.782, 3.863, -0.172], [-0.444, 5.073, 0.232], [-0.296, 4.523, -1.442], [-2.267, 3.409, -0.267], [-1.138, 2.775, 0.959], [-0.342, 2.751, -2.694], [-1.009, 1.111, -2.797], [-2.632, 3.679, -2.329], [-2.684, 2.596, -3.729], [-3.295, 2.020, -2.165]], "atomic_forces_ev_per_a": [[0.5, -0.4, 0.1], [-0.4, 0.4, 0.1], [-0.6, -1.2, 1.2], [-2.6, -0.6, 0.2], [-2.1, -0.4, 1.4], [3.5, 1.5, -0.7], [2.9, 0.5, -2.3], [0.9, 1.0, 0.8], [0.0, 0.0, -0.7], [-0.3, 0.9, 0.2], [0.4, -0.2, -1.2], [1.1, -0.1, -2.3], [2.4, 1.1, 0.6], [-2.1, 1.1, 3.7], [-3.1, -2.3, -1.0], [-0.2, -0.4, 0.2], [0.2, -0.3, -0.1], [0.0, 0.2, 0.0], [0.3, 0.1, -0.1], [-0.2, 0.0, 0.1], [-0.1, 0.3, -0.1], [0.1, -0.3, 0.1], [0.0, 0.0, -0.2], [0.3, -0.2, -0.1], [0.1, -0.2, -0.1], [-0.2, 0.0, -0.3], [0.0, -0.3, 0.2], [-0.1, 0.2, 0.1], [0.1, 0.0, 0.3], [-0.3, 0.1, 0.0], [-0.1, -0.3, 0.2], [-0.2, -0.3, 0.3], [-0.2, -0.2, -0.1], [-0.1, -0.3, -0.4], [0.2, 0.0, -0.1], [-0.2, -0.2, 0.1], [-0.1, 0.3, 0.2], [-0.6, 0.5, 0.1], [0.0, -0.1, 0.1], [0.6, -0.3, -0.1], [0.2, 0.3, 0.1], [0.0, -1.3, -0.7], [-0.2, 1.3, 0.0], [0.4, -0.4, 0.9], [-0.2, 0.2, -0.3], [-0.2, 0.1, -0.1], [0.1, 0.0, -0.1], [0.0, 0.0, 0.2], [0.3, 0.1, 0.2], [0.0, 0.0, -0.2], [-0.2, 0.0, -0.1], [-0.2, 0.1, 0.2], [-0.1, -0.2, -0.1], [-0.1, 0.0, 0.1], [0.2, 0.1, -0.1]], "spin_multiplicity": 1, "homo_ev": [-6.71, -6.67], "e_lumo_ev": [-0.756, -0.760], "orbital_gap_ha": [0.219, 0.217]}


No. 5
{"formula": "C13H30ClCrF3N2O11S", "method": "wB97M-V/def2-TZVPD", "species": ["Cr", "C", "F", "F", "F", "S", "O", "O", "O", "Cl", "O", "O", "O", "O", "C", "O", "C", "C", "N", "C", "C", "O", "C", "H", "H", "H", "H", "H", "H", "H", "H", "H", "H", "H", "H", "H", "H", "H", "C", "O", "C", "C", "N", "C", "C", "O", "C", "H", "H", "H", "H", "H", "H", "H", "H", "H", "H", "H", "H", "H", "H", "H"], "positions_angstrom": [[-0.162, -0.540, 0.050], [0.967, 3.399, 2.055], [-0.350, 3.554, 2.285], [1.291, 3.952, 0.897], [1.641, 3.992, 3.027], [1.378, 1.596, 2.099], [2.780, 1.554, 1.830], [0.956, 1.032, 3.356], [0.523, 1.065, 1.000], [0.140, -1.598, -3.559], [0.525, -0.398, -4.239], [-1.280, -1.831, -3.707], [0.905, -2.722, -3.967], [0.364, -1.374, -2.116], [2.377, 3.072, -1.853], [1.247, 2.312, -1.425], [0.052, 2.700, -2.049], [-1.144, 2.219, -1.228], [-1.247, 0.726, -1.166], [-2.705, 0.406, -1.095], [-2.953, -1.072, -0.782], [-1.746, -1.782, -0.448], [-1.915, -3.159, -0.780], [3.115, 2.914, -1.070], [2.103, 4.129, -1.896], [2.768, 2.758, -2.823], [-0.037, 2.348, -3.084], [-0.010, 3.794, -1.983], [-1.989, 2.649, -1.774], [-1.112, 2.645, -0.229], [-1.018, 0.416, -2.119], [-3.151, 0.599, -2.073], [-3.268, 1.079, -0.449], [-3.385, -1.509, -1.684], [-3.693, -1.243, 0.004], [-2.720, -3.603, -0.187], [-1.026, -3.740, -0.546], [-2.125, -3.296, -1.840], [-2.188, 0.778, 2.263], [-1.394, -0.353, 1.777], [-1.125, -1.285, 2.808], [-0.603, -2.562, 2.202], [0.408, -2.282, 1.119], [1.701, -1.974, 1.809], [2.699, -1.559, 0.750], [2.017, -0.682, -0.132], [2.990, -0.204, -1.092], [-1.813, 1.063, 3.242], [-3.213, 0.419, 2.345], [-2.039, 1.532, 1.501], [-2.048, -1.558, 3.337], [-0.485, -0.910, 3.609], [-1.395, -3.166, 1.762], [-0.195, -3.173, 3.012], [0.551, -3.243, 0.811], [2.014, -2.864, 2.359], [1.629, -1.188, 2.562], [3.144, -2.418, 0.237], [3.531, -1.059, 1.252], [3.829, 0.214, -0.538], [2.551, 0.505, -1.775], [3.341, -1.073, -1.653]], "atomic_forces_ev_per_a": [[0.0, 0.0, 0.4], [-0.2, -0.3, 0.6], [0.1, 0.1, -0.3], [-0.2, -0.1, 0.1], [-0.1, 0.0, 0.0], [0.6, -0.6, 0.3], [0.1, 0.0, -0.4], [-0.3, 0.5, 0.0], [-0.4, 0.3, -0.7], [-0.5, 0.2, -0.4], [0.0, 0.0, 0.1], [0.1, 0.0, 0.0], [-0.1, 0.1, 0.1], [0.5, 0.0, 1.1], [-0.2, -0.1, 0.4], [0.0, -0.2, -0.5], [-0.1, 0.2, 1.0], [0.9, 0.3, -0.5], [-1.2, 0.9, -0.7], [-0.4, -0.4, -0.1], [-0.6, -0.1, -0.3], [-0.5, 0.3, -0.4], [0.2, -1.1, 0.0], [0.2, 0.1, -0.2], [0.1, 0.0, 0.0], [-0.1, -0.1, 0.0], [0.2, 0.1, 0.0], [-0.1, 0.0, -0.5], [-0.3, -0.4, 0.2], [0.0, -0.2, 0.1], [0.5, -0.2, 0.3], [0.2, 0.0, -0.1], [0.5, -0.1, 0.5], [0.3, -0.3, 0.0], [0.2, 0.2, 0.2], [-0.1, 0.3, 0.0], [0.2, 0.4, -0.1], [0.1, 0.3, 0.0], [0.6, -0.8, -0.4], [-0.3, -0.1, 0.0], [-0.6, -1.1, 0.8], [-0.3, 0.2, -0.2], [0.1, -0.4, 2.6], [0.6, -0.1, -0.2], [0.1, -0.4, 0.9], [0.9, -0.2, -0.4], [0.1, -0.6, -0.2], [0.1, 0.3, -0.1], [-0.1, 0.2, -0.1], [-0.3, 0.4, 0.3], [-0.2, 0.2, -0.2], [0.3, 0.5, -0.5], [-0.1, 0.3, -0.1], [0.3, 0.0, -0.1], [0.1, 0.5, -1.3], [0.2, 0.0, -0.2], [-0.6, 0.1, -0.2], [-0.3, 0.0, -0.4], [-0.1, 0.3, -0.1], [-0.1, 0.3, 0.0], [-0.3, 0.1, 0.1], [0.0, 0.1, -0.1]], "spin_multiplicity": 4, "charge": 1, "homo_ev": [-12.85, -12.85], "e_lumo_ev": [-5.115, -3.902], "orbital_gap_ha": [0.284, 0.329]}